Entry 1:
The following is a quantum chemistry calculation of C10H30IO9 as an isolated structure, from OMol25.

Values from the calculation:
Molar mass ... 421.245 u
DFT total energy ... -37369.3090 eV
Charge ... -1
HOMO energy ... -3.918 eV
Energy relative to the best compared isomer or geometry (same formula, charge and spin) ... 356.0 kcal/mol
Spin multiplicity ... 1
E_LUMO ... 3.0522 eV

The geometry in XYZ format:
```
50
Properties=species:S:1:pos:R:3:forces:R:3:mulliken_charge:R:1
I 0.583366 0.523062 -0.282839 16.7856 5.9281 -7.4432 0.275
C 3.719586 -1.760678 -2.153719 0.4851 -1.2690 0.2545 -0.939
C 2.654666 -2.549538 -1.386139 -1.3232 2.8829 0.2586 -0.300
O 1.407416 -1.799298 -1.482939 2.4632 -3.1693 -3.6673 -0.403
H 4.583756 -2.420328 -2.075209 0.6931 0.3516 -0.1980 0.410
H 3.960556 -0.773108 -1.760369 -0.1710 -0.1685 0.2732 0.157
H 3.501436 -1.643048 -3.215169 -0.3423 -0.1347 0.0752 0.242
H 2.819996 -2.554628 -0.308759 0.8094 -0.3533 0.1026 0.281
H 2.584466 -3.580898 -1.731769 -0.4442 0.1394 -0.2240 0.373
H 1.381786 -1.046218 -0.888119 1.2262 -0.3915 0.1968 -0.013
C -1.480964 -3.237058 0.664651 1.5859 -0.7428 -0.3749 -0.866
C -0.528014 -2.196328 0.040101 -1.7312 -2.4341 1.1361 0.004
O -1.372594 -1.260118 -0.565049 0.1063 -4.2400 -1.2405 -0.564
O -2.282304 -2.682888 1.610351 -1.9257 1.5016 0.8068 -0.434
H -0.938354 -3.933228 1.304181 0.9477 -1.0628 -1.1369 0.359
H -2.133754 -3.676188 -0.089759 0.4564 -0.5458 -0.5322 0.272
H 0.256916 -2.554738 -0.625889 -1.4087 -1.0231 0.4071 0.503
H -0.000274 -1.693668 0.850611 0.1659 -1.0359 0.1731 0.248
H -0.756184 -0.710238 -1.054199 -0.8999 -1.6653 -0.9233 0.417
H -2.591264 -3.311378 2.266981 0.1516 -0.0276 -0.2824 0.298
C 3.326206 3.138762 -1.239549 -1.0354 0.6688 1.8408 -0.403
C 2.008226 3.812982 -0.605059 0.4789 -1.9128 -1.5060 -0.288
O 0.877376 3.067252 -0.984179 -0.4745 4.1773 -1.6574 -0.496
O 3.716786 2.070552 -0.376879 0.8741 0.3828 -0.0415 -0.524
H 4.092956 3.913442 -1.232439 0.4227 -0.1280 0.1742 0.325
H 3.256246 2.779072 -2.266099 -0.6746 0.2045 -0.0443 0.237
H 1.916396 4.838692 -0.962259 -0.1396 0.0887 0.0239 0.314
H 1.989866 3.756502 0.483321 1.0322 0.4022 0.2251 0.247
H 0.975606 2.130452 -0.798809 1.0933 1.4614 -0.3916 -0.126
H 3.406726 1.220952 -0.698829 -0.4559 0.0656 -0.1382 0.168
C -3.790574 2.151942 -1.127539 -0.9470 -1.6789 -0.7232 -0.805
C -2.236344 2.010982 -0.910209 -2.3480 1.1851 0.2809 0.047
O -1.837684 0.695302 -0.867799 -5.2011 3.0104 -1.7062 -0.308
O -4.766264 1.552812 -0.203969 1.2193 0.7671 0.5528 -0.512
H -4.014324 1.589082 -2.033749 0.7165 -0.3547 -0.4503 0.311
H -4.160764 3.121472 -1.460799 0.5846 0.7819 0.7866 0.423
H -1.842594 2.545472 -0.045699 -0.2810 0.2695 0.3225 0.332
H -1.925764 2.587522 -1.781549 0.5955 -0.0474 -0.3615 0.175
H -0.909824 0.698662 -1.114129 -1.8792 0.9957 -1.7654 -0.079
H -5.595784 1.470262 -0.680069 0.1532 0.0040 -0.1107 0.284
C -1.095144 -1.082698 3.630701 -2.3683 -0.6769 0.4757 -0.579
C -0.369774 -0.163508 2.667511 -0.8545 0.6102 -0.8458 -0.581
O -0.920324 -0.188338 1.334111 -5.2470 -0.5285 9.4059 -0.500
O -2.502834 -1.127308 3.263821 -0.0333 0.6620 0.3373 -0.464
H -1.245684 -0.744848 4.656031 1.4804 0.6970 0.2494 0.449
H -0.709924 -2.097498 3.730231 0.2622 -0.2207 -0.5555 0.195
H 0.697396 -0.383208 2.636381 0.3431 -0.2169 0.0872 0.267
H -0.472914 0.826722 3.111261 0.0786 0.4474 -0.1610 0.361
H -0.208154 0.011192 0.722061 -5.2215 -3.7960 7.8127 -0.074
H -3.029364 -1.342178 4.037251 0.1961 0.1391 0.2223 0.282
```
Positions in Å, forces in eV/Å.



Entry 2:
The following is a quantum chemistry calculation of a 2-piece molecular cluster, C9H14NO2 overall, from OMol25.

Values from the calculation:
Molar mass ... 168.216 u
DFT total energy ... -15134.4052 eV
Charge ... +1
HOMO energy (spin up / spin down) ... -11.173 / -11.172 eV
Energy relative to the best compared isomer or geometry (same formula, charge and spin) ... 67.3 kcal/mol
Spin multiplicity ... 1
E_LUMO (spin up / spin down) ... -3.9855 / -3.9865 eV

The geometry in XYZ format:
```
26
Properties=species:S:1:pos:R:3:forces:R:3:mulliken_charge:R:1
C -3.151890 0.582152 0.566542 1.9383 -1.1416 -1.0811 -0.214
C -2.386521 1.414645 -0.298575 -1.5197 -1.1700 3.3972 -0.827
C -2.744764 -0.786776 0.874327 0.1089 2.8596 -2.1094 -1.016
C -1.217398 0.886052 -0.722744 0.0133 0.4841 -3.2013 0.156
C -1.557997 -1.208940 0.282010 0.4525 -0.0436 0.5193 0.168
C 2.835921 1.438497 -0.002867 -2.4088 -1.4723 -0.8459 -1.313
C 0.915983 -2.068482 -0.637019 -1.4339 -1.0149 -3.0986 -1.152
C 0.458883 -0.699396 -0.910673 1.2708 0.2466 1.5294 -0.284
C 1.616817 0.831918 0.707840 -1.2708 0.5493 -2.3602 0.109
N -0.800269 -0.371015 -0.521966 -1.8478 0.0209 1.9255 0.271
O 1.009758 -2.341155 0.707203 -0.0494 0.2362 1.3221 -0.493
O 0.603442 1.654727 0.923423 0.2279 -0.5440 0.4812 -0.380
H -4.072011 0.988211 0.859844 -1.1775 0.1329 0.8744 0.448
H -2.634771 2.477283 -0.317854 0.0084 -0.4487 -0.8600 0.378
H -3.464156 -1.377933 1.409905 0.4207 -0.5194 0.2717 0.413
H -0.831653 1.240744 -1.669509 0.8975 0.9149 0.4211 0.343
H -0.999966 -2.133893 0.424965 -1.1737 0.0427 0.4191 0.492
H 3.375025 0.543485 -0.299283 0.7534 0.6914 -0.5477 0.307
H 2.681085 2.304157 -0.736251 -0.4171 -1.8832 0.2389 0.394
H 3.276240 1.981431 0.741056 2.0581 0.9869 2.3560 0.516
H 0.138988 -2.833881 -1.041606 1.2614 1.0320 0.0161 0.353
H 1.849823 -2.183044 -1.215661 -0.2770 -0.3372 0.4521 0.455
H 0.865957 -0.116683 -1.678399 0.2995 0.5275 -1.2236 0.602
H 1.510263 -0.069704 1.278242 0.7598 -0.2237 0.3445 0.579
H 1.894978 -2.622520 0.795081 1.4458 -0.7900 1.0215 0.344
H 0.828232 2.470111 0.481976 -0.3408 0.8638 -0.2623 0.350
```
Positions in Å, forces in eV/Å.



Respective max |F| values: 19.3 3.9 eV/Å.